The following is a quantum chemistry calculation of a structure of composition C53H65BrN4O2SW, from OMol25.

LUMO (spin up / spin down)	-0.4 / -0.4	eV
energy	-148774.21760	eV
HOMO level (spin up / spin down)	-7.11 / -7.10	eV
energy above the lowest of the compared OMol25 structures with the same formula, charge and spin	0.000	eV
largest force on an atom	0.8	eV Å⁻¹

Atoms and positions in Å:
W (0.333, -0.316, 0.464)
Br (0.620, 1.297, -3.560)
S (-1.362, 0.818, 4.462)
O (0.087, -2.040, 1.342)
O (-1.057, -3.884, 3.308)
N (-1.872, -1.591, 5.462)
N (-3.357, -0.783, 3.847)
N (-1.002, -1.283, -0.752)
N (-0.750, -2.710, -0.668)
C (2.274, 0.898, -0.172)
C (-5.751, 1.895, 1.462)
C (-4.505, 1.342, 1.166)
C (3.485, -1.346, -0.591)
C (-3.590, 3.828, 3.126)
C (1.779, 0.827, 2.029)
C (-2.813, -2.092, 6.473)
C (1.461, 3.153, 0.869)
C (0.075, -5.972, 2.880)
C (2.682, -0.394, 0.306)
C (-2.337, 2.782, -4.074)
C (-2.255, -0.584, 4.595)
C (0.300, -5.208, 0.226)
C (1.651, -1.274, 3.992)
C (2.873, -2.857, 2.568)
C (-4.291, 4.180, -3.853)
C (2.376, -0.425, 1.724)
C (-0.791, -2.972, 0.762)
C (-2.083, 1.562, 1.047)
C (-2.184, -3.241, 7.238)
C (-2.887, 5.867, 1.375)
C (1.748, 1.664, 0.886)
C (0.702, -6.808, 1.965)
C (-3.273, 3.528, 1.803)
C (-4.689, 3.437, -2.750)
C (-3.202, 6.162, 2.692)
C (-3.911, 2.378, -2.314)
C (-2.712, 2.039, -2.952)
C (-0.130, -0.592, -1.612)
C (2.840, -2.727, -0.765)
C (-0.333, -4.361, 1.123)
C (-6.912, 1.164, 1.249)
C (-5.610, -0.677, 0.428)
C (-1.968, 0.916, -2.369)
C (4.045, -0.843, 3.477)
C (-3.121, 3.839, -4.514)
C (-6.848, -0.121, 0.732)
C (-0.709, 0.500, -2.441)
C (-0.444, -4.759, 2.457)
C (0.705, 3.584, -0.392)
C (2.837, 3.840, 0.888)
C (4.905, -1.469, -0.021)
C (-5.442, -2.111, 3.806)
C (-4.447, 0.042, 0.643)
C (-3.256, 2.112, 1.335)
C (0.689, 3.578, 2.119)
C (-2.920, 4.552, 0.930)
C (0.810, -6.434, 0.636)
C (-3.553, 5.141, 3.568)
C (-0.960, 1.047, 0.760)
C (-3.957, -2.061, 3.479)
C (3.643, -0.751, -1.997)
C (2.721, -1.368, 2.890)
H (-1.799, -2.790, 1.167)
H (-3.724, -2.425, 5.988)
H (-3.169, 7.186, 3.041)
H (4.858, -0.879, 2.752)
H (1.402, 1.113, 2.997)
H (-1.545, -3.166, -1.108)
H (-0.997, -1.313, 5.886)
H (-7.754, -0.684, 0.553)
H (0.406, -4.885, -0.802)
H (-3.553, -0.011, 3.227)
H (-3.815, -2.199, 2.405)
H (1.572, -0.279, 4.424)
H (2.684, -0.570, -2.481)
H (-2.612, 6.658, 0.689)
H (3.413, 3.591, -0.005)
H (-4.893, 5.010, -4.200)
H (1.951, -3.268, 2.161)
H (2.611, -3.218, 0.174)
H (1.935, -1.954, 4.799)
H (5.360, -0.482, 0.086)
H (4.203, 0.186, -1.983)
H (-3.400, -2.857, 3.966)
H (1.298, -7.085, -0.076)
H (-3.483, -0.391, 0.395)
H (4.198, -1.460, -2.614)
H (-3.090, -1.283, 7.160)
H (1.276, 3.402, 3.023)
H (-5.606, 3.678, -2.227)
H (-7.872, 1.607, 1.482)
H (4.329, -1.451, 4.339)
H (4.933, -1.957, 0.949)
H (0.553, 4.665, -0.376)
H (-1.440, 2.534, -4.621)
H (-1.984, -4.086, 6.577)
H (5.519, -2.055, -0.708)
H (3.091, -3.381, 3.502)
H (2.707, 4.923, 0.924)
H (0.671, -1.570, 3.616)
H (-5.620, -2.005, 4.877)
H (-4.232, 1.798, -1.457)
H (-0.011, -6.260, 3.922)
H (-0.256, 3.045, 2.215)
H (-2.810, 4.399, -5.388)
H (3.936, 0.191, 3.809)
H (3.519, -3.371, -1.330)
H (-5.974, -1.307, 3.297)
H (0.472, 4.647, 2.064)
H (-5.810, 2.901, 1.858)
H (-5.869, -3.060, 3.477)
H (1.906, -2.656, -1.323)
H (0.585, -1.208, -2.155)
H (-1.242, -2.937, 7.698)
H (2.373, 1.236, -1.190)
H (3.692, -3.074, 1.888)
H (-2.673, 4.307, -0.098)
H (-5.550, -1.680, 0.022)
H (-3.830, 3.023, 3.811)
H (-2.544, 0.330, -1.655)
H (-2.848, -3.583, 8.032)
H (-0.270, 3.100, -0.455)
H (1.264, 3.339, -1.297)
H (3.415, 3.535, 1.764)
H (-3.783, 5.367, 4.601)
H (-0.850, -4.091, 4.224)
H (1.108, -7.753, 2.301)

The following is a quantum chemistry calculation of a cluster of 8 separate species, C16H30F6O27PS6 in total in a non-equilibrium geometry, from OMol25.

LUMO	1.5	eV
energy	-162966.32883	eV
total charge	-1
HOMO level	-8.79	eV
largest force on an atom	5.4	eV Å⁻¹

Atoms and positions in Å:
S (-4.858, 16.058, 5.379)
S (-12.568, 17.105, -1.960)
S (-17.918, 18.801, 4.647)
S (-13.924, 21.992, 2.516)
S (-8.829, 11.572, 3.995)
S (-10.753, 21.676, 7.726)
P (-11.113, 17.279, 3.164)
F (-12.473, 17.682, 3.976)
F (-9.637, 16.938, 2.572)
F (-11.912, 16.903, 1.728)
F (-11.312, 15.789, 3.756)
F (-10.267, 17.768, 4.530)
F (-11.073, 18.833, 2.662)
O (-11.606, 22.703, 8.321)
O (-7.520, 12.238, 4.181)
O (-10.873, 21.654, 6.101)
O (-18.962, 19.624, 4.077)
O (-7.761, 24.422, 2.122)
O (-15.199, 21.418, 1.551)
O (-9.144, 10.427, 4.832)
O (-4.939, 16.987, 6.536)
O (-12.383, 17.144, -3.422)
O (-9.562, 23.024, 2.197)
O (-16.963, 19.762, 5.599)
O (-14.376, 22.344, 3.869)
O (-7.811, 22.415, 0.987)
O (-12.003, 15.709, -1.275)
O (-11.384, 17.826, -1.075)
O (-3.666, 15.239, 5.142)
O (-10.081, 12.613, 4.052)
O (-9.310, 21.741, 8.122)
O (-6.207, 15.053, 5.388)
O (-13.924, 17.384, -1.353)
O (-9.175, 11.217, 2.398)
O (-5.423, 16.905, 4.069)
O (-13.127, 23.008, 1.817)
O (-18.256, 17.645, 5.475)
O (-13.229, 20.543, 2.517)
O (-16.667, 18.545, 3.612)
O (-11.318, 20.098, 7.820)
C (-10.854, 12.679, 2.867)
C (-10.751, 20.401, 5.558)
C (-9.866, 21.648, 1.842)
C (-15.567, 19.392, 5.438)
C (-7.902, 20.021, 1.398)
C (-8.653, 21.291, 0.958)
C (-7.322, 15.728, 4.729)
C (-8.299, 23.376, 1.844)
C (-14.746, 20.562, 0.617)
C (-6.846, 17.061, 4.155)
C (-11.211, 19.427, 6.649)
C (-15.469, 18.416, 4.276)
C (-13.597, 19.839, 1.351)
C (-10.200, 17.030, -0.963)
C (-10.537, 11.399, 2.080)
C (-10.635, 15.613, -1.263)
H (-14.989, 20.278, 5.175)
H (-7.958, 19.883, 2.478)
H (-10.257, 18.945, 6.862)
H (-7.255, 17.222, 3.157)
H (-15.088, 19.147, 6.386)
H (-9.680, 20.308, 5.376)
H (-14.600, 18.656, 3.664)
H (-12.796, 19.825, 0.611)
H (-10.314, 14.873, -0.530)
H (-15.461, 19.894, 0.135)
H (-15.387, 17.397, 4.652)
H (-7.118, 17.860, 4.845)
H (-6.875, 20.020, 1.032)
H (-8.337, 19.181, 0.857)
H (-10.700, 11.401, 1.002)
H (-11.073, 10.500, 2.387)
H (-9.900, 17.173, 0.075)
H (-9.005, 21.313, -0.073)
H (-11.963, 18.683, 6.386)
H (-9.924, 21.124, 2.797)
H (-11.204, 20.327, 4.569)
H (-11.872, 12.777, 3.242)
H (-8.259, 15.805, 5.281)
H (-14.312, 21.100, -0.225)
H (-7.686, 15.107, 3.910)
H (-13.783, 18.785, 1.558)
H (-10.550, 13.563, 2.305)
H (-10.735, 21.505, 1.201)
H (-9.452, 17.568, -1.546)
H (-10.321, 15.231, -2.235)

The following is a quantum chemistry calculation of a structure of composition C29H32AsCaN4S, from OMol25.

LUMO	-2.3	eV
energy	-126663.99181	eV
total charge	+1
HOMO level	-9.59	eV
energy above the lowest of the compared OMol25 structures with the same formula, charge and spin	0.000	eV
largest force on an atom	0.3	eV Å⁻¹

Atoms and positions in Å:
As (-1.438, 0.670, -0.973)
Ca (1.161, 0.831, 0.505)
S (1.214, 2.625, -1.422)
N (1.031, -0.730, 2.430)
N (0.801, 2.011, 2.702)
N (3.408, 1.115, 1.538)
N (2.439, -1.311, 0.115)
C (-0.597, -2.086, -1.262)
C (-3.648, -0.872, -2.114)
C (1.068, -2.931, -2.779)
C (0.208, -0.325, 3.399)
C (1.077, -2.022, 2.092)
C (-0.226, 2.830, -2.428)
C (-1.376, 2.033, -2.336)
C (3.247, 1.613, 2.915)
C (-0.207, 3.835, -3.401)
C (0.253, 1.150, 3.764)
C (0.279, -2.969, 2.713)
C (0.144, -3.147, -1.762)
C (0.473, -0.596, -2.820)
C (-5.451, -0.132, -0.132)
C (2.114, 2.619, 3.009)
C (4.162, -0.150, 1.459)
C (-0.620, -1.210, 4.072)
C (-2.466, 2.261, -3.175)
C (-1.287, 4.052, -4.233)
C (-3.236, -0.037, -1.078)
C (1.231, -1.656, -3.305)
C (-4.142, 0.329, -0.087)
C (2.091, -2.409, 1.031)
C (-5.855, -0.964, -1.165)
C (-4.955, -1.334, -2.154)
C (-0.446, -0.803, -1.794)
C (3.857, -0.901, 0.173)
C (-2.429, 3.267, -4.124)
C (-0.582, -2.548, 3.715)
H (-2.951, -1.160, -2.892)
H (-1.226, -3.260, 4.214)
H (4.167, 2.070, 3.295)
H (-1.240, 4.843, -4.970)
H (3.032, 0.753, 3.552)
H (-6.875, -1.323, -1.201)
H (2.274, 3.421, 2.284)
H (-3.280, 3.435, -4.770)
H (-1.288, -0.863, 4.849)
H (0.842, 1.256, 4.682)
H (0.148, 2.767, 2.532)
H (1.644, -3.758, -3.173)
H (4.050, -0.257, -0.689)
H (1.937, -1.488, -4.108)
H (2.990, -2.770, 1.544)
H (2.227, -1.609, -0.834)
H (3.897, 1.821, 0.992)
H (-1.323, -2.261, -0.474)
H (1.707, -3.257, 0.465)
H (5.241, 0.009, 1.547)
H (0.595, 0.395, -3.240)
H (-3.353, 1.647, -3.080)
H (2.115, 3.079, 4.003)
H (-0.756, 1.477, 4.019)
H (0.680, 4.449, -3.486)
H (-3.826, 0.979, 0.721)
H (-6.153, 0.158, 0.638)
H (-0.008, -4.146, -1.371)
H (0.321, -4.009, 2.419)
H (3.862, -0.759, 2.315)
H (-5.273, -1.980, -2.962)
H (4.529, -1.762, 0.089)

The following is a quantum chemistry calculation of the molecule C2H5NO2 in a non-equilibrium geometry, from OMol25.

LUMO	0.9	eV
energy	-7735.64229	eV
structure (SMILES)	C=[N+]([O-])OC
HOMO level	-9.18	eV
energy above the lowest of the compared OMol25 structures with the same formula, charge and spin	5.109	eV
largest force on an atom	4.2	eV Å⁻¹

Atoms and positions in Å:
O (0.029, 1.611, 0.287)
O (0.081, -0.642, -0.150)
N (-0.631, 0.620, 0.026)
C (1.434, -0.618, 0.269)
C (-1.853, 0.387, -0.367)
H (1.910, -1.466, -0.413)
H (-2.056, -0.536, -0.769)
H (1.727, -0.806, 1.290)
H (-2.562, 1.090, -0.094)
H (1.920, 0.359, -0.078)

The following is a quantum chemistry calculation of a cluster of 3 separate species, C6H19NO3 in total in a non-equilibrium geometry, from OMol25.

LUMO (spin up / spin down)	3.2 / 3.1	eV
energy	-14161.18262	eV
<S²>	0.750
total charge	-1
spin multiplicity	2
HOMO level (spin up / spin down)	0.86 / -5.38	eV
energy above the lowest of the compared OMol25 structures with the same formula, charge and spin	1.061	eV
largest force on an atom	1.5	eV Å⁻¹

Atoms and positions in Å:
O (0.216, -3.375, -1.726)
O (-1.526, 0.546, -3.794)
O (-1.402, 1.324, 3.630)
N (0.268, 0.079, -0.478)
C (0.389, 0.615, 0.892)
C (1.447, -2.856, 0.278)
C (-0.351, 2.994, 0.229)
C (-0.292, -1.252, -0.580)
C (0.671, 2.099, 0.959)
C (0.764, -2.298, -0.962)
H (-1.298, 2.009, 2.952)
H (-1.087, -1.261, -1.327)
H (0.777, -3.419, 0.932)
H (-0.788, -1.562, 0.352)
H (0.102, 3.961, 0.022)
H (-0.765, 0.120, -4.231)
H (-0.143, -4.052, -1.150)
H (-0.186, 0.694, -1.135)
H (-2.281, 0.972, 3.415)
H (-1.052, 1.199, -3.251)
H (0.585, 2.378, 2.013)
H (1.498, -1.816, -1.604)
H (1.795, -2.017, 0.878)
H (-0.547, 0.327, 1.372)
H (-0.792, 2.578, -0.669)
H (-1.223, 3.133, 0.883)
H (1.703, 2.292, 0.657)
H (1.193, 0.053, 1.374)
H (2.324, -3.466, 0.068)

The following is a quantum chemistry calculation of a cluster of 2 separate species, CHN2O4 in total in a non-equilibrium geometry, from OMol25.

LUMO (spin up / spin down)	2.3 / 2.3	eV
energy	-12219.77206	eV
total charge	-1
HOMO level (spin up / spin down)	-4.34 / -4.34	eV
energy above the lowest of the compared OMol25 structures with the same formula, charge and spin	2.753	eV
largest force on an atom	3.0	eV Å⁻¹

Atoms and positions in Å:
O (0.903, 2.111, -2.445)
O (-1.836, -0.753, -0.413)
O (-0.512, -2.507, -0.569)
O (2.370, 1.217, -1.123)
N (0.409, -0.843, -1.280)
N (1.271, 1.324, -1.610)
C (-0.779, -1.287, -0.706)
H (1.170, -0.836, -0.537)